Here is a molecular structure, C19H36Cl22F3NOSi2 at a distorted geometry from the Open Molecules 2025 dataset. Energies are from ωB97M-V/def2-TZVPD.

Each line ends with the Löwdin charge.
Element x y z (Å)
C 2.70418 1.44756 -1.12393  0.09
C 2.65611 2.33517 -1.93167  -0.21
C 2.65985 3.44610 -2.88853  -0.26
Si 1.35737 3.26681 -4.23352  0.49
C 1.70551 1.85808 -5.45114  -0.23
C 1.99408 0.52560 -4.77254  -0.30
N 1.20326 -0.45164 -4.86568  0.09
O -0.21662 3.18602 -3.64521  -0.37
Si -1.25237 4.16038 -4.55856  0.54
C -3.05517 3.64751 -4.35133  -0.27
C -3.31054 2.63720 -3.21447  -0.12
C -3.19677 1.17817 -3.63791  -0.68
F -2.18767 0.55972 -3.04822  0.14
F -3.07348 0.99195 -4.94043  0.15
F -4.30002 0.52290 -3.27106  0.13
H 3.06559 0.72688 -0.43964  -0.01
H 2.56076 4.38760 -2.34763  0.09
H 3.63856 3.42500 -3.37945  0.09
H 1.42780 4.50879 -5.04402  0.01
H 2.49699 2.14925 -6.14881  0.08
H 0.79948 1.78466 -6.06264  0.07
H 2.90693 0.44030 -4.18734  0.10
H 0.40152 -0.18979 -5.43825  0.05
H -1.00870 5.57047 -4.21155  -0.02
H -0.89861 3.98419 -5.98453  -0.02
H -3.44444 3.33195 -5.31892  0.07
H -3.60935 4.55543 -4.09384  0.07
H -2.65830 2.78965 -2.35634  0.12
H -4.33632 2.77650 -2.87718  0.12
C -2.87922 -0.07364 0.30319  -1.04
Cl -3.93147 0.98489 1.26088  0.53
Cl -1.63534 -0.83871 1.29740  0.51
H -3.48437 -0.85572 -0.15619  -0.09
H -2.39366 0.52036 -0.46364  0.01
C 6.05478 0.07291 1.31861  -1.01
Cl 5.62645 -0.75722 -0.18461  0.51
Cl 5.75418 1.81010 1.21179  0.51
H 5.45645 -0.33574 2.12495  0.01
H 7.10806 -0.08854 1.51659  0.03
C -4.76510 4.59106 2.24139  -1.03
Cl -4.36346 5.83322 1.04750  0.49
Cl -6.50370 4.52445 2.55136  0.50
H -4.44261 3.62957 1.86127  -0.04
H -4.25310 4.81961 3.16893  0.03
C -2.01948 -3.17932 4.39767  -1.03
Cl -3.06574 -2.12135 5.35494  0.53
Cl -0.76661 -3.93198 5.39312  0.52
H -2.62608 -3.95812 3.94925  0.03
H -1.53805 -2.58877 3.62574  -0.11
C -4.96410 -3.71481 -0.89190  -0.99
Cl -3.52580 -2.76094 -1.28222  0.58
Cl -4.78329 -4.56357 0.64705  0.51
H -5.81623 -3.04786 -0.82553  0.03
H -5.12113 -4.44421 -1.67795  0.03
C 2.22268 -2.27661 2.59414  -0.96
Cl 0.46634 -2.14716 2.76592  0.53
Cl 3.03948 -1.98675 4.13113  0.53
H 2.46893 -3.27413 2.24878  0.03
H 2.55580 -1.53909 1.87248  0.02
C -0.95482 -1.15130 8.19769  -1.05
Cl 0.49382 -0.19196 7.85450  0.54
Cl -0.80975 -2.01858 9.73326  0.52
H -1.81310 -0.48616 8.25296  -0.07
H -1.09181 -1.87219 7.39948  -0.05
C 3.79022 0.57161 6.57397  -1.06
Cl 5.13352 1.30750 7.45754  0.51
Cl 3.37920 1.49569 5.12681  0.49
H 4.07365 -0.43221 6.27940  -0.01
H 2.92238 0.53543 7.22142  -0.05
C 1.52510 -3.94109 -6.22179  -1.02
Cl 0.49568 -5.00270 -7.19201  0.50
Cl 3.01827 -3.52434 -7.07370  0.50
H 0.98489 -3.02651 -6.00487  0.00
H 1.78170 -4.44939 -5.29982  0.03
C -3.36509 0.66864 10.51220  -1.01
Cl -3.26445 2.40623 10.21043  0.51
Cl -3.98771 -0.20274 9.10379  0.54
H -2.37268 0.29399 10.74085  0.00
H -4.03177 0.49604 11.34899  0.03
C 6.23939 -5.89832 -6.64820  -1.03
Cl 7.81884 -5.13475 -6.86787  0.50
Cl 6.08038 -6.61418 -5.03946  0.49
H 5.46896 -5.14684 -6.77069  -0.02
H 6.12327 -6.67946 -7.39054  0.03

Strongest force on any atom   1.365 eV/Å
Kohn-Sham gap   0.3703 Ha
Charge   0
HOMO   -9.83 eV
E   -11878.3415 hartree